(1)
Here is 6 unconnected molecules or ions with the total composition C23H45N5O8 from the Open Molecules 2025 dataset. Energies are from ωB97M-V/def2-TZVPD.

- structure (SMILES) = CCCCC1=CC(=O)OC1=O.CNC(C)=O.CNC(C)=O.CNC(C)=O.CNC(C)=O.CNC(C)=O
- gap between HOMO and LUMO (eV) = 8.853
- lowest unoccupied orbital energy (eV) = -0.56

Positions of all 81 atoms, in Å:
1 C 0.6798 2.8278 -1.1143
2 C 0.3168 2.3880 -2.5384
3 C 0.9156 1.0534 -2.9548
4 C 0.2382 -0.1232 -2.2310
5 C 0.8993 -0.4941 -0.9523
6 C 2.1343 -0.2784 -0.5197
7 C 2.1894 -0.8527 0.8713
8 O 2.7513 -0.4842 1.8623
9 O 1.2616 -1.9134 0.8100
10 C 0.2024 -1.2439 0.1701
11 O -0.9352 -1.2509 0.5312
12 H -0.0009 2.4520 -0.3527
13 H 1.6755 2.5079 -0.8388
14 H 0.5927 3.9076 -1.0763
15 H -0.7532 2.3249 -2.6974
16 H 0.6893 3.1337 -3.2324
17 H 0.6830 0.9235 -4.0051
18 H 1.9949 1.0039 -2.8437
19 H 0.1798 -0.9791 -2.8854
20 H -0.7749 0.1865 -2.0028
21 H 2.9219 0.2057 -1.0564
22 C -1.5700 -0.9912 3.6612
23 N -1.2481 -1.1877 5.0649
24 C -0.0548 -1.5348 5.6173
25 C 1.1118 -1.7463 4.6848
26 O 0.0484 -1.6678 6.8264
27 H -1.9308 0.0286 3.5127
28 H -2.3606 -1.6854 3.3723
29 H -0.7078 -1.1576 3.0287
30 H -1.9802 -1.0609 5.7450
31 H 1.9863 -2.0193 5.2670
32 H 0.8948 -2.5514 3.9811
33 H 1.3309 -0.8320 4.1354
34 C -0.2644 -5.4779 5.0292
35 N -0.1372 -6.8343 4.5256
36 C -0.0401 -7.2452 3.2337
37 C -0.0646 -6.1781 2.1636
38 O 0.0623 -8.4298 2.9631
39 H 0.5774 -5.2656 5.6899
40 H -1.1896 -5.3900 5.6008
41 H -0.2745 -4.7530 4.2228
42 H -0.1147 -7.5906 5.1903
43 H 0.0211 -6.6588 1.1944
44 H -1.0023 -5.6218 2.1971
45 H 0.7719 -5.4890 2.2880
46 C -1.4340 -2.5726 -6.8545
47 N -1.3482 -1.7986 -5.6282
48 C -1.8679 -0.5713 -5.3704
49 C -2.6409 0.1036 -6.4765
50 O -1.7079 -0.0431 -4.2783
51 H -1.9244 -3.5256 -6.6518
52 H -0.4303 -2.7728 -7.2319
53 H -1.9963 -2.0413 -7.6135
54 H -0.8469 -2.1969 -4.8512
55 H -2.9880 1.0678 -6.1193
56 H -2.0047 0.2623 -7.3478
57 H -3.5058 -0.4964 -6.7611
58 C 4.0904 2.3772 1.2013
59 N 4.4289 3.1487 0.0170
60 C 4.7716 4.4629 -0.0705
61 C 4.8157 5.2560 1.2136
62 O 5.0290 4.9639 -1.1512
63 H 4.7858 1.5430 1.3019
64 H 3.0819 1.9767 1.0969
65 H 4.1373 2.9869 2.0965
66 H 4.4191 2.6825 -0.8757
67 H 5.1014 6.2764 0.9800
68 H 3.8353 5.2673 1.6915
69 H 5.5509 4.8347 1.9002
70 C -3.9260 2.2794 -0.1063
71 N -3.6498 3.0665 -1.2940
72 C -3.3730 4.3957 -1.3838
73 C -3.3376 5.1981 -0.1050
74 O -3.1617 4.9041 -2.4717
75 H -3.1896 1.4779 -0.0174
76 H -4.9156 1.8265 -0.1883
77 H -3.8911 2.8926 0.7875
78 H -3.6550 2.5994 -2.1872
79 H -3.1042 6.2289 -0.3508
80 H -4.3067 5.1685 0.3944
81 H -2.5680 4.8159 0.5670

Atomic forces in eV per Å
-0.73 0.11 -0.32
0.81 -0.15 0.19
-0.79 -0.51 -0.12
0.47 0.94 0.60
-0.55 -0.13 -0.16
-0.04 -0.23 0.64
1.02 0.33 -0.47
-0.39 -0.88 -0.92
-0.92 0.68 1.96
-0.08 -0.16 -0.87
0.85 -0.36 -0.39
-0.13 -0.27 0.03
0.36 0.18 0.01
0.24 0.23 0.23
-0.30 0.13 0.09
0.03 0.25 -0.12
0.15 -0.04 -0.29
0.22 0.19 -0.01
-0.09 -0.41 -0.02
-0.36 -0.26 -0.06
0.32 0.36 0.17
-0.26 0.04 0.51
0.16 -0.03 -0.18
0.00 -0.05 0.24
-0.05 -0.01 0.04
0.04 -0.03 -0.01
0.03 -0.01 -0.18
0.05 0.02 -0.20
0.04 -0.04 0.03
-0.02 0.01 0.01
-0.05 0.01 0.10
0.05 0.12 -0.15
0.02 -0.07 -0.16
0.07 -0.46 0.31
-0.03 0.17 -0.28
0.01 -0.14 0.03
0.01 -0.02 -0.03
0.00 0.02 -0.05
-0.06 0.24 0.00
0.02 0.20 -0.01
-0.01 -0.04 -0.05
0.00 0.00 0.03
0.00 -0.09 0.03
0.06 0.10 0.01
-0.08 0.09 0.01
0.19 -0.11 0.36
-0.09 0.16 -0.12
-0.05 0.09 0.07
-0.01 0.05 0.05
-0.14 -0.06 -0.20
-0.04 -0.01 -0.13
-0.05 -0.01 -0.13
-0.01 0.04 0.02
0.00 -0.06 0.01
0.04 0.00 0.07
-0.07 -0.06 -0.06
0.04 -0.01 -0.11
0.07 -0.07 -0.54
0.00 0.13 0.24
0.01 0.03 -0.16
0.01 0.03 -0.02
0.00 0.03 0.02
-0.08 -0.04 0.18
-0.01 -0.02 0.20
0.01 0.05 -0.02
0.02 -0.01 -0.02
0.01 -0.01 -0.09
0.05 -0.05 0.09
-0.08 -0.02 0.08
0.05 -0.15 -0.43
0.02 0.11 0.23
0.03 -0.03 -0.23
0.01 0.00 -0.01
0.03 0.08 0.02
-0.02 -0.01 0.15
-0.01 0.00 0.15
0.01 0.05 -0.01
0.01 -0.04 -0.01
0.01 -0.01 -0.09
0.05 -0.05 0.10
-0.08 -0.02 0.08

---

(2)
Here is a molecular structure, C41H34Cl5HgN5O3S from the Open Molecules 2025 dataset. Energies are from ωB97M-V/def2-TZVPD.

- spin multiplicity = 2
- charge = -1
- relative energy (zero: lowest compared OMol25 entry of this formula, charge and spin) (kcal per mole) = 20.1
- gap between HOMO and LUMO (spin up / spin down) (eV) = 5.074 / 7.701
- lowest unoccupied orbital energy (spin up / spin down) (eV) = 2.52 / 2.51

Positions of all 90 atoms, in Å:
1 Hg 0.5386 -0.8929 -1.0804
2 C 1.8085 -5.0529 1.0639
3 O 2.7607 -4.6351 0.1036
4 C 2.2282 -3.5310 -0.5082
5 N 1.0240 -3.2186 -0.1803
6 C 0.5692 -4.1322 0.8412
7 C 0.1696 -3.4248 2.1112
8 C 1.0387 -2.5137 2.6984
9 C 0.6852 -1.8732 3.8701
10 C -0.5130 -2.1738 4.4929
11 C -1.3792 -3.0844 3.9161
12 C -1.0457 -3.6962 2.7209
13 C 3.0094 -2.8135 -1.4695
14 C 4.2100 -3.3277 -1.9299
15 C 4.9194 -2.6405 -2.9113
16 C 4.3942 -1.4436 -3.3804
17 C 3.1995 -0.9532 -2.8626
18 N 2.4860 -1.6338 -1.9103
19 C 2.6375 0.2800 -3.3144
20 N 1.5119 0.7716 -2.9121
21 C 1.2332 1.9591 -3.6854
22 C 2.5911 2.2231 -4.4018
23 O 3.3095 1.0122 -4.2660
24 C 0.7515 3.1570 -2.9074
25 C 0.7654 3.1944 -1.5224
26 C 0.3249 4.3255 -0.8573
27 C -0.1120 5.4286 -1.5649
28 C -0.1243 5.4011 -2.9482
29 C 0.3028 4.2681 -3.6157
30 H 2.2302 -4.9103 2.0672
31 H 1.5942 -6.1142 0.9129
32 H -0.2945 -4.6946 0.4602
33 H 1.9679 -2.2637 2.2042
34 H 1.3524 -1.1413 4.2992
35 H -0.7821 -1.6788 5.4143
36 H -2.3221 -3.3115 4.3934
37 H -1.7423 -4.3812 2.2548
38 H 4.5600 -4.2635 -1.5263
39 H 5.8450 -3.0391 -3.3013
40 H 4.8974 -0.8815 -4.1516
41 H 0.4465 1.7129 -4.4206
42 H 3.1455 3.0246 -3.8902
43 H 2.4949 2.4627 -5.4632
44 H 1.1217 2.3295 -0.9801
45 H 0.3238 4.3456 0.2207
46 H -0.4476 6.3089 -1.0353
47 H -0.4502 6.2730 -3.4997
48 H 0.2864 4.2413 -4.6968
49 Cl -1.9922 1.5349 -0.7451
50 C -2.0775 0.6435 -2.2159
51 C -1.2094 -0.4338 -2.3879
52 C -1.3790 -1.1470 -3.5730
53 Cl -0.3546 -2.5090 -3.8246
54 C -2.3219 -0.8155 -4.5385
55 Cl -2.5110 -1.7678 -5.9618
56 C -3.1333 0.2978 -4.3431
57 Cl -4.2617 0.7593 -5.5521
58 C -3.0185 1.0287 -3.1660
59 Cl -4.0461 2.3852 -2.9052
60 C -1.4724 3.2190 2.9774
61 C -0.5021 2.3469 3.7734
62 N 0.5617 1.8073 2.9525
63 C 1.8913 2.3486 3.0950
64 C 2.1518 3.5754 2.2227
65 C 0.2593 0.8314 2.0637
66 S 1.4854 0.4477 0.9165
67 N -0.9483 0.3214 2.2134
68 C -1.4511 -0.6785 1.4890
69 O -0.9068 -1.3191 0.5794
70 C -2.8333 -1.1000 1.8563
71 C -3.4787 -1.9373 0.9510
72 C -4.7452 -2.4133 1.2135
73 C -5.3804 -2.0629 2.3927
74 C -4.7269 -1.2601 3.3140
75 C -3.4577 -0.7757 3.0523
76 H -2.1589 3.7252 3.6540
77 H -2.0404 2.5979 2.2916
78 H -0.9338 3.9723 2.4068
79 H -1.0600 1.5170 4.2167
80 H -0.0446 2.9388 4.5683
81 H 2.5968 1.5580 2.8265
82 H 2.0393 2.6026 4.1506
83 H 2.0586 3.3005 1.1761
84 H 3.1611 3.9390 2.4019
85 H 1.4464 4.3736 2.4514
86 H -2.9548 -2.1950 0.0418
87 H -5.2335 -3.0621 0.5010
88 H -6.3840 -2.4140 2.5928
89 H -5.2151 -1.0208 4.2481
90 H -2.9409 -0.1583 3.7713

Atomic forces in eV per Å
-0.25 0.49 -1.09
-0.47 -0.24 0.49
0.38 0.38 -0.51
-1.08 -0.39 0.60
1.00 -0.01 -0.43
-0.01 -0.34 0.19
-0.09 -0.23 0.09
-0.01 -0.02 -0.08
0.23 -0.13 0.05
-0.13 0.00 0.11
-0.02 -0.08 0.24
0.19 -0.18 -0.02
1.05 -0.24 -0.45
-0.69 0.08 0.42
0.35 -0.02 -0.26
-0.42 0.30 0.16
0.77 -0.37 -0.33
0.01 -0.09 0.17
-0.87 0.89 -0.08
0.91 -0.19 -0.05
0.17 0.08 -0.50
-0.34 0.60 0.09
0.20 -0.70 0.07
0.00 -0.05 -0.09
0.18 -0.15 -0.15
0.03 0.03 0.04
-0.08 0.13 0.16
0.06 0.14 -0.13
-0.03 -0.03 0.05
-0.07 -0.05 -0.19
0.00 0.09 -0.01
0.13 0.05 0.10
0.04 0.02 -0.03
0.08 0.13 0.05
-0.04 0.06 0.11
-0.09 0.02 -0.01
-0.02 -0.05 -0.06
0.04 -0.12 0.04
0.02 0.04 -0.03
0.03 0.11 -0.04
0.15 0.03 0.05
-0.11 -0.12 -0.12
0.01 -0.01 0.10
-0.05 -0.04 0.10
-0.02 -0.02 0.13
-0.05 0.08 0.03
-0.07 -0.01 -0.07
-0.03 -0.02 -0.14
-0.04 0.27 0.41
0.27 -0.43 -0.12
-0.35 0.07 -0.29
-0.07 0.37 0.44
0.24 -0.46 -0.28
0.01 0.03 0.04
0.02 -0.10 -0.18
0.14 -0.08 0.10
-0.22 0.09 -0.16
0.02 -0.07 -0.09
-0.09 0.16 0.02
0.12 -0.09 0.17
-0.38 0.18 0.18
-0.16 -0.05 0.20
0.34 0.18 -0.10
-0.02 -0.24 0.21
0.42 -0.20 -0.46
0.50 0.09 0.16
-0.49 0.30 0.34
0.44 -0.23 -0.34
-1.13 -0.22 1.19
-0.29 -0.22 -0.20
0.09 0.15 -0.02
-0.14 -0.09 -0.06
-0.10 -0.06 0.08
-0.16 0.02 0.15
0.04 0.14 -0.17
-0.12 0.05 0.04
-0.07 -0.01 -0.09
0.04 0.10 -0.06
0.11 0.14 0.08
0.06 -0.06 0.01
-0.01 0.17 0.11
-0.04 -0.06 -0.06
0.02 0.01 -0.07
0.12 0.12 -0.02
-0.02 0.09 0.01
0.01 -0.03 -0.05
-0.09 -0.02 -0.08
-0.03 -0.06 0.06
-0.04 0.08 0.08
0.08 0.08 0.02

---

(3)
Here is a molecular structure, C21H38Al2Cl6FNO14S from the Open Molecules 2025 dataset. Energies are from ωB97M-V/def2-TZVPD.

- spin multiplicity = 2
- charge = +1
- gap between HOMO and LUMO (spin up / spin down) (eV) = 2.679 / 2.427
- lowest unoccupied orbital energy (spin up / spin down) (eV) = -8.06 / -8.32

Positions of all 84 atoms, in Å:
1 C -4.6532 -1.1349 1.5934
2 C -4.5942 -1.6984 0.1283
3 C -4.4005 -0.5687 -0.9137
4 F -5.1689 -0.8994 -2.0029
5 C -2.9588 -0.4257 -1.4530
6 C -2.6930 -1.6203 -2.3765
7 O -2.6614 -1.5795 -3.5892
8 O -2.4306 -2.8017 -1.8729
9 C -1.8212 -0.4620 -0.3697
10 C -1.0297 0.8547 -0.2164
11 C 0.1954 0.9567 -1.1599
12 C -0.4286 0.8042 1.2220
13 N -1.8601 2.0719 -0.2863
14 O -2.6384 2.1200 0.7451
15 C -2.5982 2.1859 -1.5586
16 C -3.9195 2.9542 -1.4013
17 C -1.7272 3.0872 -2.4935
18 C -2.7909 0.8506 -2.3262
19 H -4.8496 -0.0727 1.6260
20 H -5.3982 -1.6420 2.2181
21 H -3.6821 -1.2673 2.0841
22 H -5.5293 -2.2308 -0.0871
23 H -3.7968 -2.4552 0.0508
24 H -4.8870 0.3958 -0.5004
25 H -2.1576 -0.7624 0.6193
26 H -1.0845 -1.2091 -0.6691
27 H 0.9914 0.3024 -0.8213
28 H 0.5485 1.9798 -1.0435
29 H -0.0605 0.7359 -2.1935
30 H -1.1262 0.3883 1.9435
31 H -0.1519 1.7976 1.5699
32 H 0.4552 0.1760 1.1885
33 H -3.6536 3.9694 -1.0852
34 H -4.4087 3.0606 -2.3669
35 H -4.5766 2.5234 -0.6680
36 H -0.9586 2.5367 -3.0288
37 H -2.4129 3.5326 -3.2162
38 H -1.3233 3.9085 -1.8571
39 H -3.6761 0.9252 -2.9594
40 H -1.9592 0.7033 -3.0102
41 C 5.5914 1.5891 -3.1070
42 C 4.8576 0.2549 -3.2704
43 C 3.5367 0.3588 -2.4879
44 S 3.0957 2.0991 -2.4927
45 O 3.1416 2.6032 -1.1406
46 O 1.9261 2.3049 -3.3332
47 C 4.5464 2.6745 -3.3595
48 H 6.4295 1.6838 -3.7958
49 H 5.9779 1.6627 -2.0912
50 H 4.6438 0.0799 -4.3278
51 H 5.4598 -0.5790 -2.9164
52 H 2.7398 -0.2123 -2.9600
53 H 3.6564 0.0442 -1.4519
54 H 4.8318 3.6530 -2.9796
55 H 4.2998 2.7412 -4.4198
56 C 4.6189 0.7909 2.2617
57 C 5.7064 -0.1527 2.7032
58 O 6.2975 -0.5312 1.4501
59 C 6.0290 0.4397 0.5564
60 O 6.4980 0.4886 -0.5417
61 O 5.1523 1.3335 1.0359
62 H 4.4274 1.5762 2.9900
63 H 3.6797 0.2741 2.0238
64 H 6.4619 0.3339 3.3241
65 H 5.3222 -1.0235 3.2302
66 Al -4.5889 -3.9418 1.6334
67 O -1.7628 -5.1740 -3.4395
68 H -2.1248 -4.4705 -2.8646
69 O -2.3317 -2.1565 3.7204
70 H -2.7923 -2.7434 4.3299
71 H -1.3891 -2.2721 3.9450
72 Cl -6.4251 1.0013 0.0589
73 Al -0.7489 5.3432 -1.0484
74 O 3.0641 -2.5003 3.9798
75 Cl 1.9608 -1.6710 3.5955
76 O 2.4006 -0.7070 2.6019
77 O 1.4422 -0.9582 4.7336
78 O 0.9206 -2.4804 2.9951
79 Cl -8.8358 1.0940 -0.2354
80 C 0.9245 -4.9837 6.3944
81 Cl -0.5401 -5.4287 7.2893
82 Cl 1.0743 -5.9672 4.9312
83 Cl 0.9232 -3.2743 5.9914
84 H 1.7786 -5.1875 7.0260

Atomic forces in eV per Å
1.04 -0.87 -0.29
-0.39 0.70 1.16
0.55 -0.66 0.15
-0.45 0.18 -0.31
0.98 0.59 0.28
0.15 -1.86 0.41
-0.11 0.74 -0.88
-0.32 0.32 0.01
-0.26 0.46 -0.55
2.28 -0.61 1.46
-1.20 0.41 0.29
-0.15 0.03 -0.44
-1.72 -1.88 0.39
-0.05 0.73 0.06
0.12 1.19 -1.80
0.90 0.27 0.22
-1.16 -0.78 -0.18
-0.49 -0.40 0.44
-0.23 0.08 0.06
-0.23 0.24 -0.02
-0.10 0.06 0.09
-0.11 0.35 -0.37
0.26 0.34 -0.43
1.99 -1.31 -0.69
-0.32 -0.03 -0.09
-0.03 0.00 0.12
-0.06 -0.18 -0.03
0.32 -0.03 -0.36
0.28 0.12 -0.10
-0.02 0.07 0.06
0.15 0.04 -0.07
0.09 -0.08 0.28
-0.31 0.02 0.26
-0.05 -0.24 -0.03
-0.17 0.07 0.11
0.47 0.41 0.26
0.29 0.24 -0.13
-0.31 -1.45 -0.98
0.03 0.17 -0.04
0.02 -0.18 0.07
-0.08 0.13 0.11
-0.01 0.09 -0.12
0.22 -0.38 -0.12
0.70 -0.16 -0.50
-0.59 0.21 -0.02
-0.22 0.23 0.38
0.34 -0.05 -0.25
-0.03 -0.01 -0.05
-0.05 0.05 -0.17
-0.05 0.01 0.01
-0.03 0.03 0.10
-0.11 0.10 0.07
0.01 0.16 0.04
-0.13 0.01 0.08
-0.15 0.03 0.04
-0.57 0.09 -0.05
-0.11 -0.11 0.33
0.04 0.17 -0.10
-0.09 -0.08 0.21
0.23 -0.20 -0.07
0.39 0.00 0.07
0.06 0.16 -0.19
0.93 0.49 0.11
0.07 0.00 -0.12
-0.01 -0.11 -0.20
0.28 -0.04 0.26
0.04 0.11 -0.28
-0.18 0.73 0.78
-0.07 -0.41 -0.15
0.18 0.15 0.27
0.00 0.08 -0.27
-5.30 0.63 -0.22
0.70 1.14 0.89
0.12 0.09 -0.05
0.16 0.02 -0.62
-0.73 -0.42 0.19
-0.17 0.19 0.04
-0.41 -0.02 0.07
3.24 0.04 0.55
-0.08 0.21 -0.14
-0.02 -0.06 0.05
0.01 -0.01 0.05
-0.22 -0.51 0.55
-0.01 -0.06 0.01

---

(4)
Here is 2 unconnected molecules or ions with the total composition C4H7O2Si from the Open Molecules 2025 dataset. Energies are from ωB97M-V/def2-TZVPD.

- charge = -1
- relative energy (zero: lowest compared OMol25 entry of this formula, charge and spin) (kcal per mole) = 54.5
- gap between HOMO and LUMO (eV) = 6.270
- lowest unoccupied orbital energy (eV) = 3.77

Positions of all 14 atoms, in Å:
1 C -0.9939 0.4778 -0.1406
2 C 0.1944 0.0532 -0.4242
3 C 2.4466 -1.1514 0.5136
4 C 0.9613 0.8186 -1.3848
5 O 2.3540 -2.2631 0.1525
6 O 2.8837 -0.1918 1.0235
7 Si -2.0975 -0.3536 1.1491
8 H -1.3617 1.3657 -0.7235
9 H 1.4977 1.5861 -0.7817
10 H 0.1774 1.4696 -1.8720
11 H 1.6713 0.3620 -2.0588
12 H -3.5839 -0.9146 0.8204
13 H -2.5510 0.4758 2.2957
14 H -1.5984 -1.7343 1.4309

Atomic forces in eV per Å
-3.39 0.74 0.89
2.69 -2.86 0.96
-0.07 -0.44 0.31
-0.54 2.86 -0.02
-0.17 0.34 -0.15
-0.18 0.18 -0.21
-1.01 -0.91 -1.31
-0.32 -0.17 0.32
0.25 -0.51 -0.32
0.83 -0.21 -0.83
-0.04 -0.34 -0.21
1.13 0.85 -0.28
0.44 0.01 0.33
0.37 0.45 0.53

---

Number 1: maximum force 0.0442 Eh/bohr. Number 2: maximum force 0.0322 Eh/bohr. Number 3: maximum force 0.1039 Eh/bohr. Number 4: maximum force 0.0785 Eh/bohr.